{"formula": "C33H42O13", "method": "ωB97M-V with the def2-TZVPD basis set", "total_energy_ev": -61507.6170, "e_lumo_ha": -0.003, "e_above_lowest_kcal_mol": 0.0, "smiles": "Oc1ccc(O)cc1.Oc1ccc(O)cc1.Oc1ccc(O)cc1.Oc1ccc(O)cc1.Oc1ccc(O)cc1.CO.CO.CO", "species": ["C", "O", "H", "H", "H", "H", "C", "O", "H", "H", "H", "H", "C", "O", "H", "H", "H", "H", "C", "C", "C", "C", "C", "C", "O", "O", "H", "H", "H", "H", "H", "H", "C", "C", "C", "C", "C", "C", "O", "O", "H", "H", "H", "H", "H", "H", "C", "C", "C", "C", "C", "C", "O", "O", "H", "H", "H", "H", "H", "H", "C", "C", "C", "C", "C", "C", "O", "O", "H", "H", "H", "H", "H", "H", "C", "C", "C", "C", "C", "C", "O", "O", "H", "H", "H", "H", "H", "H"], "xyz": [[3.67487, 0.08429, -1.58005], [3.48968, -1.26337, -1.25930], [3.17190, 0.35932, -2.45202], [4.85358, 0.31062, -1.91166], [3.28515, 0.83640, -0.80791], [3.02573, -1.67152, -2.01731], [0.42020, 0.30163, 0.12024], [0.81607, 1.49568, 0.72411], [1.17187, 0.01138, -0.64202], [-0.60395, 0.34545, -0.45289], [0.57081, -0.38818, 0.89188], [1.15968, 1.42902, 1.57073], [4.50309, 3.24437, 1.50305], [4.77176, 4.58203, 1.16830], [5.34383, 2.36518, 1.17745], [3.82017, 2.77078, 1.25402], [4.52833, 3.14725, 2.61021], [4.36987, 4.62464, 0.23243], [1.30176, 2.92509, 4.13293], [0.21859, 3.43333, 4.86543], [-0.70163, 2.39061, 5.32688], [-0.54672, 0.99396, 5.22149], [0.52110, 0.61896, 4.40033], [1.43543, 1.52955, 3.91567], [2.39412, 1.20219, 3.04409], [-1.82596, 2.91097, 5.91153], [2.06572, 3.61617, 3.79096], [0.18508, 4.66509, 4.88721], [-1.25256, 0.31312, 5.68865], [0.61862, -0.43146, 4.27557], [2.99907, 0.50389, 3.33975], [-2.63175, 2.33722, 5.61977], [1.76831, 2.22397, -5.18383], [2.02205, 2.49093, -3.85076], [1.14016, 2.44596, -2.79619], [-0.16604, 2.13053, -3.02813], [-0.59294, 1.92349, -4.40399], [0.40443, 1.87235, -5.44582], [-0.02947, 1.58232, -6.68542], [1.46546, 2.72754, -1.49613], [2.47017, 2.13501, -5.90235], [3.00751, 2.71373, -3.66831], [-0.95756, 2.02592, -2.30008], [-1.70641, 1.76005, -4.53431], [-0.87212, 1.33735, -6.93805], [0.86127, 2.48165, -0.63439], [2.35040, -3.93625, -3.51908], [1.27717, -4.28072, -2.57296], [0.48601, -3.15535, -2.10982], [0.59085, -1.88474, -2.62407], [1.35571, -1.69054, -3.73758], [2.31374, -2.69096, -4.19431], [3.24813, -2.47762, -5.18152], [-0.35162, -3.48120, -1.04692], [3.06710, -4.47005, -4.00347], [1.20372, -5.31252, -2.09625], [0.00768, -0.96799, -2.48521], [1.35754, -0.58032, -4.12424], [2.94429, -1.66046, -5.63437], [-0.49590, -4.48223, -0.62498], [-1.46463, -2.87766, 4.30709], [-2.30510, -3.05702, 5.42197], [-3.66047, -2.75928, 5.35279], [-4.22930, -2.42700, 4.14658], [-3.43688, -2.25231, 3.00758], [-2.02877, -2.38597, 3.12626], [-1.11595, -2.32759, 2.06394], [-4.49188, -2.85395, 6.54081], [-0.37886, -2.91165, 4.31726], [-1.89724, -3.50543, 6.35930], [-5.12552, -2.27410, 3.69942], [-3.75931, -1.91798, 1.88624], [-0.43235, -2.96704, 2.28635], [-4.00961, -2.96638, 7.50609], [-3.04385, -0.82238, -0.72804], [-3.51180, 0.45671, -0.51449], [-3.73470, 1.33045, -1.53491], [-3.82916, 0.75338, -2.84531], [-3.52317, -0.61627, -3.05042], [-3.10114, -1.38609, -2.00401], [-2.70303, -2.72469, -2.23870], [-3.91065, 2.70566, -1.30191], [-2.65360, -1.40601, -0.04500], [-3.34402, 0.80867, 0.43059], [-3.88530, 1.40453, -3.67266], [-3.50191, -1.05157, -4.13707], [-2.10887, -3.09890, -1.69908], [-4.13608, 2.75635, -0.40766]], "atomic_forces_ev_per_a": [[3.144, 1.646, 0.505], [-0.424, -0.357, -0.155], [-1.120, 0.290, -1.576], [-2.776, -0.448, 1.351], [0.918, -1.289, -0.633], [0.363, 0.131, 0.627], [0.026, -0.143, -1.998], [-1.717, 2.374, -3.148], [-0.376, 0.266, 0.136], [1.686, -0.031, 1.722], [-0.958, -1.926, 0.773], [1.085, -0.619, 2.343], [14.253, 3.743, 5.982], [-1.723, -0.903, -3.053], [-1.171, 2.614, 0.525], [-12.586, -6.327, -4.939], [0.065, 0.309, -0.549], [1.097, 0.556, 2.001], [-0.739, -0.240, 1.135], [0.498, -0.252, -0.896], [-0.127, 1.957, 0.213], [0.916, 2.608, -0.902], [-0.293, -0.212, 1.082], [-1.385, 1.657, 0.930], [2.068, -1.067, -1.296], [-2.682, -1.516, -0.476], [-0.028, -0.297, -0.292], [-0.678, -3.715, 0.501], [0.134, 0.085, -0.239], [0.498, -0.769, -0.576], [-0.424, 0.176, -0.019], [2.180, 1.510, 0.993], [-5.413, -1.034, 2.462], [0.289, -0.068, -0.543], [-1.609, -0.089, 2.200], [-1.988, -0.716, -3.919], [1.317, -0.193, 1.487], [-2.256, 0.651, 1.785], [4.287, 0.698, -1.482], [0.401, 0.066, 1.717], [2.263, 0.060, -2.164], [2.273, 0.608, 0.880], [0.256, 0.289, 0.450], [1.664, 0.025, -0.377], [-2.800, -0.615, 0.488], [1.685, 0.293, -2.939], [-4.152, 2.402, 0.716], [2.052, 2.126, -0.854], [0.953, -4.886, 0.872], [-1.231, 0.524, -0.848], [3.062, 1.117, -1.987], [-1.627, 0.651, 2.019], [-1.139, 0.958, -0.039], [-1.750, -1.808, 2.151], [1.820, -2.711, -0.454], [0.066, 1.684, -0.714], [-0.322, -0.873, 1.140], [0.148, -2.361, 0.299], [0.595, -0.657, 0.202], [1.471, 3.843, -2.551], [-1.467, 1.087, 0.470], [1.041, -0.418, 0.363], [-0.703, -0.658, 2.865], [2.500, 0.362, -1.867], [2.918, 0.931, -2.497], [0.370, -1.508, 0.063], [-1.283, 0.497, 0.008], [1.906, -0.234, 1.347], [-0.112, -0.516, 0.469], [-0.351, 0.670, -0.776], [-3.873, 0.250, 0.925], [0.096, -0.975, 3.172], [0.110, 0.152, -0.239], [-1.157, 0.427, -4.281], [-2.262, 1.393, -4.390], [1.388, -0.801, -0.660], [-1.120, -0.046, -2.325], [1.123, -0.334, 1.848], [-0.211, 0.790, -2.685], [1.038, -1.880, 0.956], [-4.775, 3.619, -4.037], [0.530, -1.754, -2.624], [1.734, -2.550, 3.924], [0.041, 1.129, 2.542], [-0.571, 0.572, -0.887], [-0.123, 0.894, 2.279], [3.689, -1.419, 3.708], [-0.512, 0.522, 2.266]]}